# 1
16
Properties=species:S:1:pos:R:3 method="wB97M-V/def2-TZVPD" charge=0 homo_energy_ev=-8.09 lumo_energy_ha=0.0303 smiles="O=CC=C1NCCN1" gap_ha=0.3275
O 0.311 0.318 -2.551
C -0.438 -0.618 -2.274
C -0.808 -1.025 -0.958
C -0.286 -0.351 0.137
N 0.447 0.800 0.092
C 1.014 1.068 1.382
C 0.034 0.352 2.320
N -0.396 -0.741 1.460
H -0.826 -1.219 -3.102
H -1.431 -1.912 -0.813
H 0.764 1.114 -0.814
H 2.006 0.619 1.509
H 1.063 2.148 1.606
H -0.823 1.006 2.566
H 0.517 0.010 3.245
H -1.207 -1.274 1.706



# 2
16
Properties=species:S:1:pos:R:3 method="wB97M-V/def2-TZVPD" charge=0 homo_energy_ev=-9.18 lumo_energy_ha=0.0217 gap_ha=0.3591
C -0.595 0.305 -0.092
C 0.869 0.302 0.753
C 1.327 -0.669 -0.297
C 0.257 0.016 -1.471
C -1.088 -0.973 0.479
H -1.331 2.091 -0.390
H -1.272 1.760 1.277
H 1.455 1.405 0.847
H 0.725 -0.068 1.838
H 2.433 -0.602 -0.147
H -0.058 -0.866 -2.044
H 0.843 0.909 -1.939
H -2.130 -1.011 0.856
N -1.645 1.337 0.043
N -0.460 -2.012 0.518
O 0.669 -1.924 -0.230



# 3
16
Properties=species:S:1:pos:R:3 method="wB97M-V/def2-TZVPD" charge=0 homo_energy_ev="-7.74 / -7.77" lumo_energy_ha="-0.0249 / -0.0260" gap_ha="0.2595 / 0.2596"
C 0.504 1.301 0.094
C 2.211 -0.546 0.109
N 0.843 -0.043 0.073
C -1.512 0.630 0.105
N -2.005 0.546 -1.168
C -0.234 -0.789 0.413
C -0.623 -1.981 0.594
O -2.145 1.039 1.050
H -1.506 -0.011 -1.842
H -3.007 0.614 -1.276
H 1.095 1.927 -0.571
H 0.182 1.755 1.025
H 2.222 -1.559 -0.292
H 2.620 -0.557 1.122
H 2.822 0.114 -0.508
H -1.466 -2.440 1.072



# 4
16
Properties=species:S:1:pos:R:3 method="wB97M-V/def2-TZVPD" charge=0 homo_energy_ev=-8.94 lumo_energy_ha=0.0355 smiles="O=C1NNC[C@@H]2C[C@@H]12" gap_ha=0.3640
O 1.581 -0.321 -2.303
C 1.116 -0.125 -1.254
N 1.408 0.990 -0.421
N 0.641 1.499 0.721
C -0.301 0.526 1.403
C -0.928 -0.207 0.147
C -1.271 -1.532 -0.555
C 0.130 -0.960 -0.487
H 2.352 1.380 -0.414
H 0.166 2.331 0.394
H -0.920 1.208 2.047
H 0.236 -0.107 2.188
H -1.343 0.688 -0.473
H -2.055 -1.447 -1.336
H -1.399 -2.396 0.035
H 0.588 -1.527 0.308



# 5
16
Properties=species:S:1:pos:R:3 method="wB97M-V/def2-TZVPD" charge=0 homo_energy_ev=-8.33 lumo_energy_ha=-0.0030 gap_ha=0.3030
C -1.081 -1.462 -0.789
C 0.673 1.393 -0.643
C 0.093 -0.987 -0.025
C 0.240 0.400 0.434
N -0.844 0.850 1.226
O 1.078 -1.773 0.221
C 2.300 -0.855 1.018
N 1.805 0.220 1.213
H -0.859 0.474 2.165
H -1.443 1.610 0.932
H -0.918 -2.398 -1.326
H -1.407 -0.761 -1.570
H -1.959 -1.633 -0.162
H -0.224 1.796 -1.119
H 1.222 2.214 -0.199
H 1.325 0.910 -1.374



# 6
16
Properties=species:S:1:pos:R:3 method="wB97M-V/def2-TZVPD" charge=0 homo_energy_ev=-8.36 lumo_energy_ha=0.0348 smiles="C[C@@H]1[C@H]2NN=CO[C@H]12" gap_ha=0.3422
C -0.046 1.583 1.734
C 0.036 0.212 1.158
C 0.551 -0.031 -0.260
N 1.306 -0.718 -1.210
N 0.374 -1.217 -2.112
C -0.857 -0.980 -2.048
O -1.522 -0.441 -1.004
C -0.738 -0.591 0.094
H -0.680 1.592 2.694
H 1.043 1.903 1.956
H -0.464 2.454 1.125
H 0.370 -0.417 2.009
H 0.428 0.979 -0.642
H 2.147 -1.295 -1.024
H -1.414 -1.386 -2.891
H -0.532 -1.647 0.422



# 7
16
Properties=species:S:1:pos:R:3 method="wB97M-V/def2-TZVPD" charge=0 homo_energy_ev=-7.74 lumo_energy_ha=0.0211 smiles="C/N=C/C1=CNOC1" gap_ha=0.3055
C -3.148 -0.122 -0.110
N -1.674 -0.486 0.044
C -0.722 0.384 -0.083
C 0.607 0.113 0.006
C 1.660 1.004 0.007
N 2.845 0.410 0.142
O 2.801 -0.891 -0.321
C 1.379 -1.175 0.134
H -3.734 -0.839 0.694
H -3.561 -0.192 -1.196
H -3.170 0.964 0.336
H -1.041 1.404 -0.028
H 1.688 2.030 0.033
H 3.814 0.942 -0.333
H 1.429 -1.708 1.153
H 0.826 -1.837 -0.479



# 8
16
Properties=species:S:1:pos:R:3 method="wB97M-V/def2-TZVPD" charge=0 homo_energy_ev=-7.83 lumo_energy_ha=0.0214 smiles="C/N=C/C1=CNOC1" gap_ha=0.3092
C -3.104 -0.054 0.077
N -1.690 -0.676 -0.039
C -0.760 0.278 -0.088
C 0.673 0.111 -0.107
C 1.236 -1.170 0.008
N 2.563 -1.113 0.110
O 3.056 0.345 0.000
C 1.804 1.104 0.058
H -3.642 -0.550 0.934
H -2.967 1.131 0.133
H -3.724 -0.261 -0.780
H -1.202 1.294 -0.288
H 1.025 -2.306 -0.002
H 3.182 -1.465 -0.510
H 1.955 1.945 -0.595
H 1.596 1.386 1.089



# 9
16
Properties=species:S:1:pos:R:3 method="wB97M-V/def2-TZVPD" charge=0 homo_energy_ev=-10.02 lumo_energy_ha=0.0224 smiles="CNC(=O)[C@H](C)C#N" gap_ha=0.3907
C 1.690 -0.929 1.242
N 0.246 -0.860 1.270
C -0.588 -0.668 0.189
O -1.694 -1.223 0.218
C -0.235 0.452 -0.770
C -1.069 1.685 -0.499
C -0.547 -0.252 -2.084
N -0.724 -0.597 -3.179
H 2.056 -0.886 2.270
H 1.981 -1.879 0.785
H 2.122 -0.105 0.673
H -0.201 -1.446 1.968
H 0.830 0.686 -0.797
H -2.114 1.438 -0.275
H -1.081 2.347 -1.373
H -0.673 2.235 0.362



# 10
16
Properties=species:S:1:pos:R:3 method="wB97M-V/def2-TZVPD" charge=0 homo_energy_ev="-7.08 / -7.17" lumo_energy_ha="0.0059 / -0.0015" gap_ha="0.2660 / 0.2620"
C 0.672 -1.362 -0.023
C -0.217 0.841 -0.479
C -0.400 -0.500 -0.100
C 2.369 0.321 0.247
C -1.020 1.912 0.127
N 1.979 -0.918 -0.022
N -1.689 -1.007 0.117
O 3.616 0.611 -0.023
H 0.531 -2.413 0.198
H -1.854 1.593 0.762
H -0.304 2.452 0.752
H -1.359 2.618 -0.632
H 2.670 -1.649 -0.251
H -1.778 -2.006 -0.008
H -2.416 -0.495 -0.360
H 4.145 -0.101 -0.447



# 11
16
Properties=species:S:1:pos:R:3 method="wB97M-V/def2-TZVPD" charge=0 homo_energy_ev="-8.58 / -7.64" lumo_energy_ha="0.0057 / -0.0307" gap_ha="0.3209 / 0.2499"
C 0.374 -0.912 1.073
C 1.324 1.102 0.284
C -0.173 1.228 0.209
C 1.596 -0.292 0.621
C -1.236 -1.158 -2.179
N -0.649 0.028 0.868
N -1.632 -1.356 -1.048
O 0.106 -2.044 1.361
H 1.815 1.525 -0.568
H 1.518 1.905 0.992
H -0.655 2.171 0.778
H -0.397 1.319 -0.960
H 2.523 -0.771 0.923
H -0.700 -0.249 -2.517
H -1.568 -0.349 0.766
H -2.245 -2.146 -0.603



# 12
16
Properties=species:S:1:pos:R:3 method="wB97M-V/def2-TZVPD" charge=0 homo_energy_ev=-7.80 lumo_energy_ha=0.0084 gap_ha=0.2951
C 0.518 -1.861 -0.675
C 0.033 -0.999 1.717
C 0.024 0.533 -0.136
C -0.157 2.158 -1.509
C -0.657 2.514 -0.314
H -0.284 -3.076 0.032
H 0.098 -1.105 -2.062
H 1.988 -2.330 -0.708
H 0.197 -0.148 2.256
H 0.636 -1.867 2.121
H -1.096 -1.356 1.702
H 0.206 2.740 -2.408
H -1.447 3.168 0.522
N 0.416 -0.684 0.209
N 0.129 0.913 -1.411
O -0.604 1.401 0.662



# 13
16
Properties=species:S:1:pos:R:3 method="wB97M-V/def2-TZVPD" charge=0 homo_energy_ev=-9.30 lumo_energy_ha=0.0090 gap_ha=0.3507
C -1.414 2.448 -0.692
C -0.591 1.314 -0.161
C -0.753 -1.132 -0.468
C 1.190 -2.009 0.830
C 1.444 -0.377 0.377
H -2.452 2.213 -0.852
H 0.433 1.250 -0.619
H -0.474 1.591 1.094
H -1.435 -2.203 -1.101
H 0.256 -2.281 1.693
H 1.916 -2.850 0.490
H 1.033 0.476 1.142
H 2.482 -0.643 -0.333
N -1.331 0.045 -0.013
N 0.668 -1.461 -0.588
O -0.973 3.619 -0.800



# 14
16
Properties=species:S:1:pos:R:3 method="wB97M-V/def2-TZVPD" charge=0 homo_energy_ev=-7.73 lumo_energy_ha=0.0296 gap_ha=0.3135
C 1.635 -0.103 0.639
C -0.370 0.024 -1.808
N -0.518 -0.648 -0.512
N 0.576 0.503 1.456
C 0.673 -1.163 0.231
C -0.982 0.652 0.788
C -2.072 1.169 0.962
O 0.738 -2.373 0.408
H -1.195 -1.407 -0.529
H 0.975 1.167 2.112
H 2.025 0.549 -0.146
H 2.423 -0.537 1.258
H 0.092 -0.659 -2.520
H 0.253 0.906 -1.674
H -1.358 0.327 -2.155
H -2.896 1.595 1.489



# 15
17
Properties=species:S:1:pos:R:3 method="wB97M-V/def2-TZVPD" charge=0 homo_energy_ev=-9.37 lumo_energy_ha=0.0165 smiles="CC(=O)C#N.CC(N)=O" gap_ha=0.3609
C 0.935 -2.366 -0.189
C 0.691 -1.454 0.976
O 1.471 -1.300 1.894
C -0.752 -1.025 1.154
N -1.824 -1.433 1.403
H 0.580 -1.862 -1.089
H 2.002 -2.520 -0.334
H 0.386 -3.304 -0.102
C 0.349 2.442 -0.857
C -0.283 1.083 -0.761
N -1.285 0.964 0.500
O -0.200 0.188 -1.543
H -0.420 3.151 -1.166
H 1.109 2.417 -1.636
H 0.784 2.729 0.097
H -1.353 1.782 1.092
H -2.188 0.507 0.562



# 16
17
Properties=species:S:1:pos:R:3 method="wB97M-V/def2-TZVPD" charge=0 homo_energy_ev=-8.34 lumo_energy_ha=-0.0097 smiles="C/C=C(/N=C/C)[N+](=O)[O-]" gap_ha=0.2968
C -2.538 -1.379 0.649
C -1.620 -0.274 0.526
C -0.231 -0.331 0.446
N 0.527 0.707 0.059
C 1.451 0.843 -0.790
C 2.131 2.113 -0.956
N 0.666 -1.421 0.832
O 0.190 -2.105 1.674
O 1.757 -1.509 0.283
H -3.480 -0.980 0.869
H -2.379 -2.184 1.358
H -2.561 -1.856 -0.360
H -2.144 0.681 0.342
H 1.570 0.188 -1.655
H 1.446 2.625 -1.771
H 2.167 2.746 -0.055
H 3.048 2.138 -1.451



Energy relative to the best compared isomer or geometry (same formula, charge and spin) list, top to bottom, in eV: 0.465; 7.179; 6.020; 3.923; 3.995; 5.372; 5.561; 5.206; 0.814; 5.719; 5.200; 9.766; 9.080; 5.981; 3.265; 6.177
Strongest force on any atom list, top to bottom, in eV/A: 1.21; 7.89; 1.73; 4.26; 4.70; 3.85; 6.81; 5.19; 3.26; 1.75; 3.34; 8.17; 6.90; 4.39; 4.26; 3.58